No. 1
58
Properties=species:S:1:pos:R:3:forces:R:3 method="wB97M-V/def2-TZVPD" smiles="CCOc1ccc(N2C(=O)Nc3ccccc3[C@]2(O)C(=O)NCc2ccc(OC)cc2)cc1" homo_ev=-8.13 gap_ha=0.3218 de_lowest_kj_mol=0.0 largest_force_ev_per_a=0.6
C 4.811293 2.540477 -1.636516 -0.3 -0.3 -0.1
C 4.373101 1.195918 -2.208919 0.4 0.2 0.1
O 2.996020 1.166194 -2.534942 -0.2 0.0 -0.1
C 2.074282 1.133409 -1.534686 -0.3 0.1 0.0
C 2.348410 0.923675 -0.186892 0.2 0.0 -0.1
C 1.325327 0.935920 0.741960 -0.2 0.0 -0.1
C 0.018290 1.169073 0.347839 0.3 0.1 -0.2
N -1.014858 1.236031 1.331656 -0.1 -0.4 -0.1
C -0.890963 2.184328 2.307454 -0.2 0.3 0.3
O -0.030030 3.036634 2.314584 0.2 0.2 0.0
N -1.842466 2.140351 3.307108 0.1 0.2 0.2
C -2.725158 1.097914 3.503145 -0.3 -0.5 -0.2
C -3.468134 0.988127 4.675866 0.0 0.0 0.0
C -4.352494 -0.060081 4.834179 0.1 0.1 0.0
C -4.505470 -1.006297 3.832327 -0.1 -0.2 -0.1
C -3.769606 -0.900276 2.666374 0.0 0.2 0.2
C -2.878386 0.148044 2.495518 0.1 0.2 0.1
C -2.121183 0.305275 1.201099 0.1 0.1 0.5
O -3.004387 0.721816 0.166828 -0.1 -0.1 -0.2
C -1.496797 -1.059927 0.811895 -0.4 0.1 -0.2
O -0.838157 -1.685053 1.614853 0.2 0.0 0.2
N -1.771991 -1.456881 -0.434605 -0.3 -0.1 -0.3
C -1.184433 -2.654004 -1.006303 0.2 0.0 0.1
C 0.124787 -2.360688 -1.692016 -0.1 -0.1 0.0
C 1.318301 -2.433069 -0.981993 0.0 0.0 -0.1
C 2.520723 -2.184095 -1.605425 0.2 0.0 -0.2
C 2.561866 -1.843146 -2.958465 -0.2 -0.1 0.2
O 3.800730 -1.656012 -3.489077 0.0 -0.1 0.3
C 3.896016 -1.248264 -4.832288 0.0 0.1 -0.2
C 1.368686 -1.732864 -3.662566 0.3 0.1 -0.2
C 0.166732 -1.991695 -3.026535 0.0 -0.1 0.2
C -0.266462 1.350387 -0.999705 0.1 0.1 0.1
C 0.749735 1.321161 -1.929788 0.3 0.0 -0.1
H 4.286818 2.758302 -0.709616 0.0 0.1 0.1
H 5.880510 2.525182 -1.443675 0.1 0.0 0.0
H 4.591621 3.333339 -2.347403 0.0 0.1 -0.1
H 4.626219 0.374558 -1.529379 0.0 0.0 -0.1
H 4.880353 1.015667 -3.160032 0.0 -0.1 0.1
H 3.354203 0.747323 0.158197 0.1 0.0 0.0
H 1.544141 0.779169 1.786069 0.0 0.0 0.1
H -1.700955 2.803848 4.055673 0.1 -0.1 -0.2
H -3.343100 1.727581 5.453008 0.0 0.1 0.1
H -4.925625 -0.140971 5.745449 0.0 0.0 0.1
H -5.196730 -1.824349 3.960398 -0.1 -0.1 0.0
H -3.882294 -1.627379 1.876792 0.0 -0.1 -0.1
H -3.456982 1.525563 0.450234 0.0 -0.1 0.1
H -2.251877 -0.809770 -1.040731 0.0 0.0 0.1
H -1.902532 -3.083771 -1.709058 0.1 0.0 0.1
H -1.020030 -3.347023 -0.177627 -0.1 0.0 -0.2
H 1.295332 -2.688430 0.066254 0.0 0.0 0.1
H 3.452130 -2.258037 -1.066366 0.1 0.0 0.1
H 3.394450 -0.288716 -4.991006 0.0 0.0 0.0
H 4.960953 -1.140488 -5.034044 -0.1 0.0 0.0
H 3.477365 -1.998633 -5.511083 0.0 0.0 0.0
H 1.360787 -1.453704 -4.704040 0.0 0.0 -0.1
H -0.751996 -1.916525 -3.591462 -0.1 0.0 -0.1
H -1.281711 1.527871 -1.319135 0.0 0.1 0.0
H 0.542083 1.467332 -2.978039 0.0 0.0 -0.1

=====

No. 2
62
Properties=species:S:1:pos:R:3:forces:R:3 method="wB97M-V/def2-TZVPD" homo_ev="-17.48 / -17.43" gap_ha="0.2066 / 0.2000" largest_force_ev_per_a=1.7 total_charge=+3
Os 0.510558 -0.172560 0.342148 -0.2 0.6 1.6
C 0.767503 1.589999 2.806737 0.1 0.0 0.0
N 1.177316 0.208902 2.367410 0.0 -0.2 0.0
C 2.625610 -0.107039 2.585394 0.0 0.2 0.0
C 3.245750 -0.296007 1.244305 0.1 -0.1 0.0
N 2.479975 -0.285677 0.134100 0.0 -0.2 -0.7
C 3.324173 -0.622421 -0.942479 0.0 0.1 0.0
C 3.058498 -0.758801 -2.297100 0.0 0.0 0.0
C 4.134598 -1.082143 -3.104652 0.0 0.0 0.0
C 5.427033 -1.244485 -2.584239 0.0 0.0 0.0
C 5.696204 -1.095686 -1.234975 0.0 0.0 0.0
C 4.607793 -0.789468 -0.434776 0.0 0.0 0.0
N 4.499668 -0.575848 0.952332 0.0 0.0 0.0
C 0.356543 2.367607 1.605834 0.1 0.0 0.0
N 0.330923 1.761828 0.393286 -0.1 -0.1 0.2
C -0.002645 2.749472 -0.552104 -0.2 0.1 -0.2
C -0.142296 2.694725 -1.934296 0.0 0.0 0.2
C -0.480260 3.879442 -2.564826 0.0 0.1 0.0
C -0.671934 5.071061 -1.852863 0.0 0.0 0.1
C -0.531296 5.129500 -0.472452 0.0 0.1 -0.2
C -0.193855 3.941499 0.145807 0.0 -0.2 0.0
N 0.043387 3.636922 1.503693 0.1 0.0 0.0
H 1.603858 2.088323 3.298341 -0.1 0.0 0.1
H -0.043736 1.512795 3.532504 0.0 0.0 0.0
H 0.629301 -0.437582 2.929297 0.1 0.0 0.1
H 2.713911 -1.016673 3.182184 0.0 0.0 0.0
H 3.121960 0.691735 3.137439 0.0 0.0 0.0
H 2.067112 -0.616375 -2.707912 0.0 0.0 0.0
H 3.980645 -1.205835 -4.167725 0.0 0.0 0.0
H 6.237017 -1.487713 -3.257984 0.0 0.0 0.0
H 6.696027 -1.210719 -0.839066 0.0 0.0 0.0
H 5.261525 -0.641461 1.616174 0.0 0.0 0.0
H 0.002627 1.780937 -2.492395 0.0 0.0 0.0
H -0.597058 3.889915 -3.639749 0.0 0.0 0.0
H -0.932358 5.969726 -2.395086 0.0 0.0 0.0
H -0.673006 6.049482 0.078373 0.0 0.0 0.0
H 0.006163 4.302727 2.267154 0.0 0.0 0.0
O -0.941963 -0.272663 -1.162883 0.0 -0.4 -0.1
C -1.843949 -0.526047 -0.281716 0.0 0.0 -0.2
O -1.337042 -0.612645 0.937058 0.0 0.2 -0.6
C -3.238134 -0.684216 -0.550655 0.0 0.0 0.0
C -3.724249 -0.607941 -1.867599 0.0 0.0 0.0
C -5.072326 -0.778322 -2.104404 0.0 0.0 0.0
C -5.941569 -1.015932 -1.040980 0.0 0.0 0.0
C -5.438401 -1.075804 0.249012 0.0 0.0 0.0
C -4.103569 -0.918266 0.525015 0.0 0.0 0.0
N -6.362387 -1.318012 1.383939 -0.1 0.0 0.0
O -7.508824 -1.562852 1.110151 0.0 0.0 0.0
O -5.880057 -1.245863 2.494182 0.0 0.0 0.0
H -3.041088 -0.421359 -2.685233 0.0 0.0 0.0
H -5.460159 -0.728869 -3.111920 0.0 0.0 0.0
H -7.003132 -1.155678 -1.198776 0.0 0.0 0.0
H -3.759335 -0.973265 1.547669 0.0 0.0 0.0
C -0.651204 -4.037469 1.318498 0.0 0.0 0.0
C 0.668178 -3.324963 1.192239 0.0 0.0 0.0
O 0.615893 -2.275622 0.150319 0.0 0.0 0.1
H -0.574947 -4.789907 2.104113 0.0 0.0 0.0
H -0.901444 -4.565854 0.396526 0.0 0.0 0.0
H -1.457197 -3.351854 1.577585 0.0 0.0 0.0
H 1.479292 -3.993918 0.910013 0.0 0.0 0.0
H 0.947341 -2.797610 2.104257 0.0 0.0 0.0
H 0.193023 -2.635162 -0.644220 0.1 0.0 -0.1

=====

No. 3
53
Properties=species:S:1:pos:R:3:forces:R:3 method="wB97M-V/def2-TZVPD" homo_ev="-2.81 / -2.81" multiplicity=2 gap_ha="0.2070 / 0.2071" s_squared=0.751 largest_force_ev_per_a=5.0 total_charge=-1
C -0.794051 1.497688 -2.250960 0.1 0.6 -0.3
C 0.593018 1.326403 -2.503338 0.0 0.3 -0.3
C 1.315703 2.062947 -1.526180 -0.4 0.4 -0.2
C 0.372279 2.700479 -0.670173 -0.1 0.3 -0.6
C -0.932836 2.353262 -1.122202 0.3 0.4 -0.4
Yb 0.041230 0.233661 -0.278556 -0.2 -3.8 3.1
N -1.070104 -1.431216 0.642314 -0.4 0.9 -0.8
C -0.343964 -2.579269 0.114541 -0.6 -1.2 -0.1
C 0.884758 -2.225839 -0.665362 0.4 2.3 -0.2
H 2.397908 2.165761 -1.474255 -0.3 -0.1 0.1
H 1.025545 0.765709 -3.333293 -0.2 0.1 0.4
H 0.606506 3.363311 0.157047 -0.1 -0.2 -0.1
H -1.871510 2.683439 -0.683968 0.2 -0.1 0.0
H -1.605646 1.092322 -2.851412 0.2 0.0 0.2
H 0.786226 -2.350009 -1.748498 0.3 -0.4 0.2
H -1.023878 -3.148399 -0.563459 0.2 -0.2 0.5
H -1.910732 -1.766854 1.123152 0.5 0.4 -0.1
H 1.825795 -2.553098 -0.217602 -0.1 -0.1 -0.4
H -0.028961 -3.242035 0.952396 -0.3 0.0 -0.2
C -0.006755 4.936362 4.409070 -0.1 -0.1 0.0
C 0.993841 4.452173 3.560464 -0.1 -0.5 -0.1
C 0.969341 3.122252 3.132631 -0.4 0.4 0.5
C -0.049483 2.244040 3.567330 0.0 0.3 0.9
C -1.021684 2.729934 4.458435 0.4 0.7 -0.2
C -1.012353 4.075948 4.850615 0.1 -0.1 -0.1
Si 0.047592 0.492627 2.938099 0.2 0.5 -2.9
C 1.717984 -0.101780 3.502771 0.6 0.3 0.3
C 2.690774 -0.555413 2.591298 -0.1 -0.3 0.8
C 3.784300 -1.283927 3.068028 0.1 0.1 0.1
C 3.945055 -1.501058 4.441818 0.0 0.1 -0.1
C 3.073364 -0.894007 5.350869 -0.1 0.2 0.0
C 1.976169 -0.160350 4.885045 0.7 -0.7 -0.4
C -1.174311 -0.707082 3.673870 -0.2 -0.1 0.7
C -0.795354 -2.055441 3.864819 -0.5 0.2 0.1
C -1.732824 -3.000945 4.291299 0.2 0.2 -0.1
C -3.035549 -2.607002 4.612502 0.0 0.2 0.0
C -3.402018 -1.259883 4.488775 0.1 -0.1 -0.2
C -2.493702 -0.323579 3.981808 0.2 -0.6 0.1
H 0.004452 5.980006 4.726114 0.0 -0.2 -0.1
H 1.795620 5.107472 3.227344 -0.1 0.0 0.1
H 1.763861 2.753750 2.476165 -0.3 0.0 0.1
H -1.776037 2.054999 4.858162 0.2 0.2 0.0
H -1.796086 4.446318 5.510556 0.2 0.0 -0.1
H 2.578907 -0.353339 1.520029 -0.1 -0.3 0.4
H 4.506101 -1.691424 2.359480 -0.1 0.0 0.2
H 4.761886 -2.130440 4.805155 -0.2 0.3 -0.1
H 3.235655 -0.995029 6.426264 0.0 0.0 -0.3
H 1.312557 0.341255 5.593374 0.0 -0.3 -0.2
H 0.237768 -2.357983 3.666996 -0.4 0.1 0.0
H -1.431784 -4.047425 4.378645 -0.1 0.3 0.0
H -3.765089 -3.346359 4.957652 0.3 0.3 -0.1
H -4.401556 -0.933750 4.781521 0.2 -0.1 -0.1
H -2.803924 0.711715 3.817303 0.0 -0.4 0.1